[1]
A cluster of 8 separate species, C6H26NO7 in total in a non-equilibrium geometry. Source: the OMol25 dataset; level of theory: ωB97M-V/def2-TZVPD.

Last column: Mulliken charge in e.
Element x y z (Å)
C  1.48  -1.90  -3.50  -1.244
C  0.50  -1.00  -2.73  -0.039
C  1.23  -0.04  -1.79  -0.756
C  1.94  -0.65  -0.55  0.373
C  3.27  -0.78  -0.39  -0.843
C  1.29  -0.72  1.76  -0.538
N  0.96  -1.05  0.54  0.292
H  1.70  -1.70  -4.53  0.347
H  2.46  -2.02  -2.94  0.221
H  1.16  -2.87  -3.51  0.410
H  -0.15  -0.55  -3.50  0.427
H  -0.23  -1.73  -2.17  0.064
H  1.71  0.72  -2.35  0.315
H  0.36  0.57  -1.33  0.206
H  3.62  -1.36  0.51  0.184
H  4.04  -0.71  -1.09  0.410
H  0.43  -0.82  2.46  0.201
H  2.20  -0.28  2.08  0.555
H  -0.03  -1.28  0.35  0.233
H  0.96  -3.31  3.16  0.304
H  2.42  -3.06  2.59  0.279
O  1.60  -2.65  2.69  -0.522
H  -3.36  -0.60  -0.32  0.329
H  -3.50  -2.11  0.28  0.247
O  -2.99  -1.35  0.13  -0.539
H  -1.49  4.82  1.54  0.304
H  -2.24  4.18  2.71  0.289
O  -1.62  3.99  2.08  -0.588
H  -4.29  0.89  2.44  0.247
H  -3.34  -0.30  2.29  0.303
O  -3.43  0.63  2.11  -0.587
H  -0.46  2.15  2.91  0.266
H  -1.63  1.30  2.64  0.313
O  -0.70  1.29  2.85  -0.508
H  1.60  2.34  -2.74  0.346
H  0.65  3.43  -2.45  0.296
O  1.06  2.67  -1.98  -0.594
H  -2.91  1.75  -0.38  0.292
H  -2.10  0.96  0.50  0.256
O  -2.18  1.14  -0.37  -0.551

Total charge: +1
E_LUMO (eV): -3.08
Energy above the lowest of the compared OMol25 structures with the same formula, charge and spin (kJ/mol): 309.5
Strongest force on any atom (eV/A): 4.79
Orbital gap (eV): 9.80


[2]
A structure of composition C35H65BrN4O4P2S2Ti in a non-equilibrium geometry. Source: the OMol25 dataset; level of theory: ωB97M-V/def2-TZVPD.

Last column: Mulliken charge in e.
Element x y z (Å)
Ti  0.09  0.69  -0.23  0.803
C  -2.76  -2.43  -0.55  -1.843
C  -2.38  -2.53  0.92  0.444
C  -3.46  -1.88  1.77  -1.386
P  -0.72  -1.68  1.23  2.087
C  -0.28  -2.40  2.94  1.369
C  -0.50  -1.35  4.03  -1.225
C  -0.93  -3.71  3.38  -1.947
C  0.38  -2.66  0.16  -0.872
C  1.01  -3.87  0.44  -0.189
C  1.86  -4.48  -0.47  0.718
C  2.45  -5.85  -0.23  -1.825
C  2.14  -3.81  -1.66  -1.519
C  1.51  -2.62  -1.98  0.079
C  0.57  -2.05  -1.10  0.450
N  -0.21  -0.94  -1.40  0.714
C  -0.70  -0.81  -2.69  -0.147
C  -0.81  -1.89  -3.59  -0.613
C  -1.28  -1.73  -4.87  -1.272
C  -1.71  -0.49  -5.34  0.226
C  -2.19  -0.32  -6.76  -1.779
C  -1.73  0.55  -4.43  -0.668
C  -1.25  0.43  -3.13  -0.438
P  -1.53  1.66  -1.82  2.032
C  -3.42  1.55  -1.76  0.803
C  -4.24  2.20  -2.88  -1.623
C  -3.92  2.02  -0.39  -1.147
C  -1.04  3.36  -2.46  1.016
C  -1.20  3.71  -3.94  -1.718
C  -1.69  4.42  -1.57  -1.077
H  -3.77  -2.83  -0.71  0.635
H  -2.07  -2.98  -1.18  0.190
H  -2.75  -1.39  -0.87  0.159
H  -2.26  -3.58  1.19  0.694
H  -3.57  -0.83  1.49  -0.066
H  -3.24  -1.92  2.84  0.235
H  -4.42  -2.37  1.61  0.600
H  0.80  -2.57  2.86  -0.518
H  -1.55  -1.28  4.29  0.391
H  -0.16  -0.36  3.72  -0.062
H  0.04  -1.62  4.94  0.436
H  -2.00  -3.59  3.55  0.367
H  -0.48  -4.04  4.32  0.483
H  -0.80  -4.51  2.65  0.311
H  0.82  -4.38  1.38  0.045
H  2.16  -6.24  0.74  0.389
H  3.54  -5.82  -0.29  0.355
H  2.10  -6.54  -1.00  0.330
H  2.83  -4.26  -2.37  0.362
H  1.73  -2.12  -2.91  0.692
H  -0.52  -2.88  -3.26  0.449
H  -1.33  -2.60  -5.53  0.382
H  -1.57  -0.89  -7.45  0.413
H  -2.14  0.73  -7.05  0.390
H  -3.22  -0.66  -6.87  0.290
H  -2.13  1.50  -4.76  0.178
H  -3.56  0.47  -1.82  0.391
H  -4.11  3.28  -2.89  0.240
H  -5.30  1.99  -2.71  0.490
H  -3.97  1.79  -3.85  0.296
H  -3.95  3.11  -0.34  0.308
H  -3.26  1.64  0.39  -0.299
H  -4.93  1.65  -0.20  0.493
H  0.03  3.35  -2.24  0.172
H  -2.24  3.70  -4.26  0.194
H  -0.63  3.01  -4.55  0.431
H  -0.79  4.71  -4.10  0.502
H  -1.24  5.40  -1.75  0.468
H  -2.76  4.51  -1.76  0.182
H  -1.54  4.17  -0.51  -0.059
N  4.66  0.92  0.38  0.302
C  5.29  0.66  1.69  0.025
C  5.71  -0.82  1.76  -1.398
C  4.50  -1.77  1.74  0.334
N  3.81  -1.66  0.46  -0.150
C  3.59  -1.40  2.92  -1.346
C  3.08  0.06  2.91  0.235
N  2.07  0.32  1.85  0.388
C  4.30  0.98  2.83  -1.617
H  5.30  1.01  -0.40  0.505
H  4.07  1.78  0.40  0.201
H  4.04  0.06  0.17  0.053
H  6.16  1.30  1.80  0.334
H  6.27  -0.98  2.69  0.522
H  6.38  -1.06  0.92  0.428
H  4.85  -2.80  1.90  0.512
H  2.84  -1.93  0.52  -0.692
H  4.24  -2.22  -0.26  0.364
H  4.17  -1.54  3.83  0.671
H  2.74  -2.09  2.95  -0.112
H  2.60  0.24  3.88  0.699
H  1.80  1.29  1.94  -0.313
H  1.25  -0.23  2.06  -1.224
H  4.84  0.91  3.77  0.567
H  3.96  2.01  2.72  0.504
C  -3.02  1.25  3.34  -0.656
S  -1.40  2.00  2.87  0.607
C  -2.19  3.60  2.47  -0.578
O  -1.11  1.30  1.59  -0.309
H  -3.79  1.52  2.61  0.293
H  -3.28  1.60  4.34  0.535
H  -2.87  0.17  3.34  -0.255
H  -2.83  3.88  3.30  0.575
H  -2.76  3.47  1.55  -0.079
H  -1.40  4.33  2.34  0.173
Br  2.00  1.11  -1.95  -0.510
C  1.16  5.25  0.59  -1.107
S  1.38  3.52  1.00  1.158
O  1.00  3.33  2.40  -0.742
O  2.82  3.32  0.81  -0.909
O  0.55  2.75  0.07  -0.404
H  1.88  5.81  1.17  0.426
H  0.14  5.57  0.81  0.275
H  1.37  5.32  -0.47  0.322

E_LUMO (spin up / spin down) (eV): 0.32 / 0.32
Energy above the lowest of the compared OMol25 structures with the same formula, charge and spin (kJ/mol): 61.3
Strongest force on any atom (eV/A): 1.43
⟨S²⟩: 2.0047
Spin multiplicity: 3
Orbital gap (spin up / spin down) (eV): 5.46 / 6.33


[3]
A structure of composition C6H18O3S3Sn in a non-equilibrium geometry. Source: the OMol25 dataset; level of theory: ωB97M-V/def2-TZVPD.

Last column: Mulliken charge in e.
Element x y z (Å)
Sn  -0.90  0.56  -1.97  0.807
C  2.51  2.34  -0.47  -0.480
S  3.02  0.61  -0.91  0.484
O  1.86  -0.24  -1.37  -0.578
C  4.06  0.88  -2.40  -0.898
H  1.93  2.25  0.45  -0.221
H  1.98  2.86  -1.27  0.327
H  3.41  2.77  -0.02  0.438
H  3.39  1.12  -3.23  0.269
H  4.69  0.04  -2.71  0.333
H  4.69  1.72  -2.10  0.346
C  0.19  2.47  2.71  -0.905
S  -0.63  0.83  2.37  0.412
O  -0.34  0.68  0.87  -0.413
C  0.68  -0.18  3.20  -0.870
H  -0.30  3.24  2.11  0.366
H  1.23  2.45  2.38  0.206
H  0.21  2.68  3.78  0.392
H  0.36  -1.22  3.17  0.318
H  0.81  0.10  4.25  0.399
H  1.61  -0.19  2.65  0.244
C  -3.21  -2.56  -2.54  -0.944
S  -4.09  -1.74  -1.14  0.495
O  -3.22  -0.56  -0.74  -0.607
C  -3.74  -3.02  0.16  -0.948
H  -3.82  -3.28  -3.09  0.376
H  -2.28  -3.10  -2.34  0.336
H  -2.96  -1.81  -3.29  0.278
H  -4.15  -4.01  -0.06  0.389
H  -4.30  -2.64  1.01  0.336
H  -2.72  -3.08  0.54  0.313

Total charge: +1
E_LUMO (spin up / spin down) (eV): -3.72 / -3.60
Strongest force on any atom (eV/A): 2.60
⟨S²⟩: 0.7527
Spin multiplicity: 2
Orbital gap (spin up / spin down) (eV): 6.30 / 8.42


[4]
An isolated molecule of C21H19N3O5S in a non-equilibrium geometry. Source: the OMol25 dataset; level of theory: ωB97M-V/def2-TZVPD.

Last column: Mulliken charge in e.
Element x y z (Å)
O  -1.44  2.00  2.50  -0.630
C  -1.39  2.84  1.65  0.838
O  -1.44  4.14  1.91  -0.389
H  -1.49  4.30  2.87  0.350
C  -1.26  2.57  0.16  -1.717
C  0.18  2.24  -0.17  0.731
C  0.65  1.00  -0.39  -0.752
C  -0.04  -0.27  -0.32  0.034
C  0.29  -1.26  -1.23  -1.068
C  -0.35  -2.50  -1.24  -0.191
C  -1.29  -2.84  -0.23  1.758
N  -1.80  -4.09  -0.11  0.167
C  -2.98  -4.38  0.67  -1.189
H  -3.56  -5.12  0.11  0.380
H  -3.59  -3.49  0.79  0.477
C  -2.58  -4.97  2.04  -0.311
O  -1.37  -5.70  1.94  -0.420
C  -1.23  -6.32  0.68  -0.564
H  -0.35  -6.96  0.76  0.362
C  -1.03  -5.28  -0.43  -0.676
H  -1.33  -5.69  -1.40  0.274
H  0.03  -5.00  -0.48  0.471
H  -2.10  -6.96  0.47  0.336
H  -2.38  -4.19  2.77  0.320
H  -3.38  -5.62  2.41  0.332
C  -1.62  -1.81  0.67  -0.303
C  -1.03  -0.57  0.63  -1.475
H  -1.27  0.15  1.40  0.721
H  -2.33  -2.01  1.47  0.338
N  -0.11  -3.32  -2.38  1.030
O  -1.02  -4.03  -2.77  -0.592
O  0.97  -3.22  -2.93  -0.657
H  1.02  -1.07  -2.01  0.560
H  1.68  0.94  -0.72  0.552
C  1.09  3.35  -0.30  0.403
N  2.36  3.22  -0.48  -0.493
C  3.00  4.41  -0.60  -0.313
C  4.37  4.59  -0.80  -0.537
C  4.86  5.87  -0.90  -0.503
C  4.02  6.98  -0.80  -0.428
C  2.66  6.83  -0.60  -0.690
C  2.16  5.55  -0.50  0.936
S  0.52  5.04  -0.25  -0.339
H  2.01  7.69  -0.53  0.390
H  4.44  7.98  -0.88  0.376
H  5.92  6.03  -1.06  0.374
H  5.01  3.73  -0.88  0.465
H  -1.90  1.73  -0.11  0.639
H  -1.56  3.47  -0.38  0.622

E_LUMO (eV): -0.26
Energy above the lowest of the compared OMol25 structures with the same formula, charge and spin (kJ/mol): 403.6
SMILES string: O=C(O)C/C(=C\c1ccc(N2CCOCC2)c([N+](=O)[O-])c1)c1nc2ccccc2s1
Strongest force on any atom (eV/A): 1.32
Orbital gap (eV): 7.53


[5]
A structure of composition C41H44BrKN9O4S6. Source: the OMol25 dataset; level of theory: ωB97M-V/def2-TZVPD.

Last column: Mulliken charge in e.
Element x y z (Å)
K  -0.34  -0.01  -0.03  1.705
C  -1.29  1.33  4.30  -0.642
O  0.12  1.62  4.21  -0.482
C  0.75  0.93  3.26  0.665
O  0.24  0.06  2.58  -0.667
N  2.04  1.33  3.11  -0.037
N  2.91  0.55  2.33  -0.850
H  -1.66  1.95  5.11  0.256
H  -1.44  0.27  4.52  0.330
H  -1.80  1.57  3.37  0.245
H  2.46  1.82  3.89  0.248
H  2.87  0.89  1.37  0.307
H  2.47  -0.36  2.23  0.345
Br  0.69  6.14  -5.34  -0.202
C  1.77  4.61  -5.63  0.015
C  1.65  3.91  -6.81  -0.546
C  2.45  2.79  -7.02  -0.285
C  3.33  2.37  -6.03  0.045
C  3.46  3.10  -4.85  -0.163
C  2.67  4.23  -4.65  -0.172
N  4.18  1.26  -6.37  -0.578
N  4.44  0.34  -5.57  -0.472
C  3.75  0.19  -4.32  -0.010
C  4.53  -0.03  -3.21  -0.570
C  4.00  -0.08  -1.92  -0.759
C  2.62  0.06  -1.67  0.037
O  2.09  0.02  -0.52  -0.258
C  1.78  0.18  -2.87  -0.160
N  0.44  0.19  -2.67  0.790
C  -0.38  0.20  -3.69  -1.068
C  0.07  0.16  -5.02  -1.265
C  1.42  0.16  -5.26  -0.524
C  2.33  0.21  -4.18  0.865
H  0.95  4.23  -7.57  0.417
H  2.40  2.24  -7.94  0.426
H  4.15  2.79  -4.08  0.403
H  2.75  4.81  -3.74  0.500
H  5.60  -0.14  -3.35  0.372
H  4.66  -0.23  -1.07  0.416
H  -1.45  0.22  -3.47  0.662
H  -0.64  0.12  -5.84  0.464
H  1.79  0.10  -6.27  0.594
C  -0.05  3.16  -1.22  -0.354
N  0.15  2.88  0.22  1.140
C  1.44  3.45  0.62  -0.708
N  1.49  4.91  0.38  0.089
C  1.24  5.14  -1.05  -0.586
N  -0.04  4.60  -1.49  0.270
C  -1.10  5.23  -0.69  -0.745
N  -0.93  5.00  0.75  0.026
C  -0.92  3.54  0.97  -0.551
C  0.39  5.52  1.14  -0.747
H  -1.01  2.74  -1.53  0.238
H  0.74  2.67  -1.79  -0.303
H  2.23  2.97  0.04  -0.080
H  1.60  3.25  1.68  0.153
H  2.05  4.66  -1.61  0.360
H  1.27  6.22  -1.25  0.215
H  -2.07  4.82  -1.00  0.402
H  -1.10  6.30  -0.88  0.334
H  -1.88  3.12  0.69  0.027
H  -0.76  3.35  2.04  0.203
H  0.54  5.34  2.20  0.360
H  0.40  6.60  0.96  0.353
C  -3.87  -1.43  2.97  -0.405
S  -5.21  -0.30  2.53  -0.157
C  -5.40  -0.70  0.84  -0.208
C  -4.61  -0.25  -0.18  -0.156
S  -3.28  0.83  -0.14  -0.268
S  -5.06  -0.89  -1.75  0.012
C  -6.42  -1.85  -1.28  -0.044
S  -7.35  -2.71  -2.35  -0.261
S  -6.71  -1.78  0.40  -0.140
H  -3.63  -1.23  4.02  0.400
H  -3.00  -1.24  2.35  -0.157
H  -4.19  -2.47  2.88  0.228
O  -0.41  -2.41  -0.19  -0.608
S  0.20  -3.18  0.92  0.659
C  -0.55  -4.85  0.89  -0.984
C  -1.96  -4.78  0.37  0.098
C  -3.01  -4.39  1.19  -0.156
C  -4.29  -4.26  0.66  -0.710
C  -4.52  -4.50  -0.69  -0.566
C  -3.47  -4.88  -1.51  -1.015
C  -2.19  -5.01  -0.98  0.016
C  1.88  -3.59  0.34  -0.909
C  1.89  -4.18  -1.04  -0.098
C  1.62  -3.35  -2.13  0.616
C  1.59  -3.88  -3.42  -0.948
C  1.83  -5.24  -3.62  -0.539
C  2.10  -6.06  -2.54  -0.728
C  2.13  -5.53  -1.25  -0.245
H  -0.50  -5.24  1.90  0.522
H  0.05  -5.48  0.23  0.314
H  -2.83  -4.18  2.24  0.421
H  -5.11  -3.94  1.29  0.586
H  -5.52  -4.38  -1.10  0.559
H  -3.64  -5.05  -2.56  0.409
H  -1.36  -5.27  -1.63  0.277
H  2.34  -4.25  1.08  0.623
H  2.38  -2.62  0.37  0.001
H  1.43  -2.30  -1.97  0.396
H  1.39  -3.23  -4.26  0.469
H  1.80  -5.65  -4.62  0.415
H  2.29  -7.12  -2.69  0.368
H  2.36  -6.17  -0.40  0.419

Total charge: -1
E_LUMO (eV): 1.72
Energy above the lowest of the compared OMol25 structures with the same formula, charge and spin (kJ/mol): 39.6
Strongest force on any atom (eV/A): 0.90
Orbital gap (eV): 6.36


[6]
A cluster of 2 separate species, C3H4O2 in total in a non-equilibrium geometry. Source: the OMol25 dataset; level of theory: ωB97M-V/def2-TZVPD.

Last column: Mulliken charge in e.
Element x y z (Å)
C  -1.80  -0.48  -0.87  -0.176
C  -0.71  -0.86  -1.12  -0.505
C  0.84  0.39  1.18  0.160
O  1.02  -0.79  1.04  -0.462
O  1.30  1.24  0.26  -0.385
H  -2.83  -0.27  -0.59  0.403
H  0.37  -0.77  -1.33  0.293
H  0.35  0.95  1.94  0.340
H  1.46  0.59  -0.51  0.333

E_LUMO (eV): 0.91
Energy above the lowest of the compared OMol25 structures with the same formula, charge and spin (kJ/mol): 259.5
SMILES string: O=CO.C#C
Strongest force on any atom (eV/A): 3.06
Orbital gap (eV): 11.67